DFT (the ωB97M-V functional and the def2-TZVPD basis) results for a cluster of 2 separate species, C2H5NO2S in total in a non-equilibrium geometry.

```
11
Properties=species:S:1:pos:R:3:lowdin_charge:R:1
S -1.23697 -1.68968 -0.22946 0.698
O -0.51479 -2.87692 -0.51354 -0.435
O -0.95368 -0.98232 0.97881 -0.452
N 0.11748 -0.31833 -1.23229 0.102
C 0.81451 0.57790 -1.40496 -0.190
C 1.72502 1.62983 -1.31982 -0.039
H 2.57022 1.41658 -0.54724 0.153
H 1.15940 2.53761 -1.11301 0.105
H -2.93334 -1.10222 -2.09012 -0.028
H -3.09616 -1.13039 -2.82365 0.039
H 2.09213 1.72466 -2.26013 0.048
```

For the HOMO-LUMO gap, the calculation gives 0.3859 Eh. Its charge is 0. The value obtained for the energy above the lowest of the compared OMol25 structures with the same formula, charge and spin is 60.9 kcal/mol. The HOMO energy comes out at -10.1 eV.

---

DFT (the ωB97M-V functional and the def2-TZVPD basis) results for the molecule C6H10O.

```
17
Properties=species:S:1:pos:R:3:lowdin_charge:R:1
O -0.89156 1.47565 0.58518 -0.103
C 2.04828 -0.70013 -0.43519 -0.065
C 0.00565 0.06677 -1.63515 0.058
C -1.89081 -0.71498 1.00936 0.017
C 0.80017 0.12363 -0.57201 -0.359
C -1.90954 0.59128 0.75521 -0.248
C 0.43960 0.99252 0.61398 -0.177
H 0.62594 0.44459 1.54900 0.132
H -2.85953 1.10250 0.61473 0.118
H -0.89856 0.66142 -1.65447 0.067
H 1.07074 1.89050 0.65805 0.137
H -2.84565 -1.22673 1.08222 0.053
H 2.85657 -0.11868 0.02099 0.080
H -0.99977 -1.33079 1.07733 0.056
H 1.89333 -1.58449 0.19820 0.084
H 0.17705 -0.63494 -2.44730 0.072
H 2.37809 -1.03811 -1.42013 0.078
```

For the HOMO-LUMO gap, the calculation gives 0.3616 Eh. Its charge is 0. The value obtained for the energy above the lowest of the compared OMol25 structures with the same formula, charge and spin is 28.9 kcal/mol. The HOMO energy comes out at -8.8 eV. As for the structure (SMILES): C=COCC(=C)C.

---

DFT (the ωB97M-V functional and the def2-TZVPD basis) results for a cluster of 9 separate species, C24H46ClF9N7O12S3 in total in a non-equilibrium geometry.

```
102
Properties=species:S:1:pos:R:3:lowdin_charge:R:1
Cl 0.19397 11.77724 10.13098 -0.992
S 5.72539 -1.77237 15.02389 0.470
S 4.63873 4.26188 6.32371 0.521
S -6.56032 2.83312 12.28952 0.441
F -5.63096 4.32642 14.20999 0.148
F 5.55766 1.02028 15.03269 0.090
F 2.64092 3.70056 4.60901 0.135
F 7.56752 0.14276 14.99278 0.096
F -7.86094 4.58170 13.90158 0.036
F -6.34316 5.59510 12.60775 0.079
F 6.41740 0.07629 13.22152 0.122
F 4.22185 2.14467 4.98201 0.105
F 2.61954 2.73486 6.48500 0.083
O 6.70438 -2.69608 14.42012 -0.369
O -5.22221 2.78317 11.71726 -0.368
O 2.20729 6.38765 14.89675 0.149
O -6.80892 1.79826 13.29227 -0.359
O -7.52431 2.99573 11.23870 -0.344
O 3.98611 12.32219 17.28970 0.210
O 5.75677 -1.89432 16.46723 -0.370
O 15.17169 5.74417 10.83963 0.142
O 4.90210 5.20141 5.18925 -0.393
O 4.35532 -1.88673 14.49564 -0.367
O 3.94247 4.97414 7.44893 -0.409
O 5.77041 3.38657 6.68326 -0.378
N 11.34309 7.62462 21.28616 -0.062
N -4.21627 9.91547 17.44501 -0.051
N 5.69635 13.88307 16.66466 0.094
N 2.94750 6.94581 12.74421 0.123
N 13.68865 3.93138 10.23669 0.137
N -6.17282 10.30763 16.50942 -0.078
N 13.13347 7.25423 22.52416 -0.076
C 6.32784 0.02412 14.53749 -0.671
C 3.45307 3.12945 5.49478 -0.664
C 4.47330 6.98628 13.13507 0.047
C 14.02466 6.81956 23.64290 0.033
C 13.54059 7.93681 21.37398 0.000
C -5.18316 10.87719 15.70943 0.022
C -5.57961 9.65811 17.54462 0.050
C 5.04941 14.42255 15.34508 0.064
C 12.41645 8.30541 20.71510 -0.010
C 11.76690 7.05043 22.46214 0.050
C -7.59581 10.41082 16.38727 -0.010
C 9.93997 7.55398 20.80442 -0.131
C -3.94440 10.54655 16.22055 0.031
C -3.24842 9.66159 18.49626 -0.174
C -3.34086 8.23904 19.11793 -0.059
C -6.57087 4.47703 13.35376 -0.632
C 16.32307 3.75756 10.46578 0.033
C 2.07779 6.17218 13.72039 -0.344
C 9.85571 6.28148 19.87635 -0.048
C 1.15506 5.08625 13.05587 0.056
C 4.74067 13.66181 19.10409 0.029
C 4.61447 13.24864 17.63314 -0.352
C 15.02433 4.56833 10.53603 -0.358
C 12.49919 4.79468 10.85472 0.072
H 11.57360 4.51826 10.34978 0.110
H -2.24350 9.77260 18.08893 0.124
H 10.25426 5.37625 20.33441 0.083
H 6.32565 14.46955 17.19392 0.160
H -4.33588 7.96192 19.46612 0.072
H 17.20453 4.37985 10.31125 0.106
H 11.12967 6.51993 23.15417 0.169
H 13.66593 2.99561 10.61606 0.177
H 14.83539 6.18138 23.29137 0.106
H 12.40707 8.78832 19.74911 0.139
H 12.71734 5.85294 10.71119 0.092
H 10.44275 6.51074 18.98701 0.071
H -3.36213 10.37185 19.31522 0.124
H 4.70705 7.50737 14.06346 0.090
H -8.04082 11.19740 15.77788 0.110
H -3.08267 7.54539 18.31774 0.084
H 16.16262 3.08376 9.62414 0.092
H 5.83471 15.04770 14.92014 0.106
H -2.99615 10.88248 15.82764 0.140
H 13.47875 6.22451 24.37503 0.101
H 4.88462 13.52397 14.75053 0.111
H -5.35145 11.47429 14.82537 0.145
H 12.41683 4.71417 11.93863 0.106
H -8.19360 10.53119 17.29074 0.105
H 6.36047 13.20435 16.32058 0.164
H 1.60703 4.47760 12.27270 0.103
H 5.03184 7.42871 12.31021 0.102
H 4.12345 14.98192 15.47857 0.113
H 8.85932 6.06382 19.49171 0.083
H 2.54748 7.86244 12.60323 0.182
H 14.38049 7.73753 24.11065 0.105
H 13.72460 3.82888 9.23255 0.185
H 4.55358 14.68721 19.42298 0.100
H 5.71790 13.34406 19.46761 0.099
H 0.35335 5.65604 12.58607 0.106
H -8.01606 9.51749 15.92528 0.114
H 9.75237 8.48366 20.26722 0.121
H -2.56844 8.00526 19.85060 0.082
H 3.95775 13.11585 19.63046 0.101
H -6.10059 9.31247 18.42525 0.168
H 4.80145 5.94857 13.19481 0.108
H 16.44872 3.30923 11.45134 0.106
H 0.75257 4.42689 13.82486 0.103
H 14.57967 8.18078 21.20910 0.144
H 9.22875 7.43148 21.62127 0.123
H 3.03297 6.47839 11.85297 0.169
```

For the HOMO-LUMO gap, the calculation gives 0.0685 Eh. Its charge is +1. The HOMO energy comes out at -6.9 eV.

---

DFT (the ωB97M-V functional and the def2-TZVPD basis) results for the molecule C3H3NO2S2 in a non-equilibrium geometry.

```
11
Properties=species:S:1:pos:R:3:lowdin_charge:R:1
S -0.87411 2.66335 -0.23312 0.658
S 1.64097 -1.57175 1.59932 0.840
O 0.13312 -1.24410 -1.98268 0.101
O 0.15890 0.06310 0.37964 -0.158
N -1.81036 1.27017 -0.42470 -0.379
C 0.68155 -1.20711 0.35188 -0.798
C -1.21663 0.15701 -0.11746 -0.269
C 0.66518 -1.78364 -1.05049 -0.246
H -2.15690 3.60481 -0.00072 -0.010
H -1.79896 -0.72910 -0.14594 0.121
H 1.24176 -2.78204 -1.01879 0.139
```

For the HOMO-LUMO gap, the calculation gives 0.2602 Eh. Its charge is 0. The value obtained for the energy above the lowest of the compared OMol25 structures with the same formula, charge and spin is 71.8 kcal/mol. The HOMO energy comes out at -9.0 eV. As for the structure (SMILES): O=CC(=S)O/C=N\S.

---

DFT (the ωB97M-V functional and the def2-TZVPD basis) results for a structure of composition CHCsO2 in a non-equilibrium geometry.

```
5
Properties=species:S:1:pos:R:3:lowdin_charge:R:1
Cs -0.88098 1.47550 1.89674 0.902
O -1.94819 -0.07178 -0.49269 -0.727
O 2.16572 0.28562 -0.12030 -0.010
C 2.27295 -0.80583 -0.40983 0.029
H -1.60950 -0.88351 -0.87392 -0.194
```

For the HOMO-LUMO gap, the calculation gives 0.2159 Eh. Its charge is 0. The value obtained for the energy above the lowest of the compared OMol25 structures with the same formula, charge and spin is 1.3 kcal/mol. The HOMO energy comes out at -6.5 eV.

---

DFT (the ωB97M-V functional and the def2-TZVPD basis) results for a cluster of 2 separate species, C2H7NS in total in a non-equilibrium geometry.

```
11
Properties=species:S:1:pos:R:3:lowdin_spin:R:1
S 1.80225 0.95293 -0.05535 0.041
N -0.45234 -1.53589 0.08887 0.240
C -1.15584 -0.35084 -0.36659 0.120
C -2.11861 0.18209 0.38438 0.076
H -2.45347 -0.23566 1.32073 0.029
H -0.21620 -1.48243 1.08042 0.072
H -2.52572 1.13797 0.08367 0.007
H -0.84377 -0.16533 -1.37118 0.009
H 0.42591 -1.60784 -0.41500 0.063
H 2.02622 1.51493 -1.27457 0.003
H -1.00191 -2.52494 -0.09648 0.342
```

For the HOMO-LUMO gap (spin up / spin down), the calculation gives 0.1637 / 0.2596 Eh. Its charge is -1. The value obtained for the energy above the lowest of the compared OMol25 structures with the same formula, charge and spin is 40.4 kcal/mol. Its spin multiplicity is 2. The HOMO energy (spin up / spin down) comes out at -0.3 / -3.1 eV.

---

| no. | E_tot (Ha) |
| --- | --- |
| 1 | -682.54246 |
| 2 | -309.79633 |
| 3 | -4780.99632 |
| 4 | -1117.61167 |
| 5 | -209.26405 |
| 6 | -533.23256 |